12
Properties=species:S:1:pos:R:3:forces:R:3 method="wB97M-V/def2-TZVPD" total_charge=+1 total_energy_ha=-577.471741 de_lowest_ev=0.305 orbital_gap_ha="0.3196 / 0.2302" s_squared=3.773 multiplicity=4 homo_energy_ev="-13.2 / -15.4"
C 0.56545 0.68665 1.88790 1.22 0.64 1.19
C -0.29619 0.01202 1.10475 -2.65 -1.51 -0.32
H 1.61170 0.72237 1.57733 -0.31 0.24 -0.07
H 0.20026 1.39440 2.63696 0.09 -0.06 -0.33
F -1.60150 0.01845 1.38774 1.20 0.38 -0.03
H -0.09003 -0.69880 0.29413 0.29 0.48 0.67
Au 1.04958 -1.02733 3.42575 -0.06 -0.03 0.06
O -0.21384 -0.67363 -3.35406 -0.44 0.29 2.33
C -0.26341 -0.29386 -2.02748 2.18 -1.30 -4.51
O -0.88239 0.75351 -1.76712 -0.07 -0.19 1.44
O 0.51494 -0.93492 -1.28934 -1.20 0.88 0.05
H -0.59456 0.04114 -3.87656 -0.25 0.17 -0.47